Here is C19H15F3N7O4PbS2 as an isolated structure from the Open Molecules 2025 dataset. Energies are from ωB97M-V with the def2-TZVPD basis set.

Computed properties:
Relative energy (zero: lowest compared OMol25 entry of this formula, charge and spin) (kcal per mole): 50.8
HOMO level (eV): -11.003
HOMO-LUMO gap (eV): 7.8
E_tot (eV): -73629.984
Lowest unoccupied orbital energy (eV): -3.21
Charge: +1

Each line ends with the Löwdin charge.
Positions of all 51 atoms, in Å:
Pb (0.13105, 0.71106, -1.21706)  1.302
N (-1.57376, -6.61192, 2.65083)  0.134
C (-0.67249, -5.71218, 2.17513)  -0.298
C (-1.08580, -4.67807, 1.31449)  -0.012
C (-0.18023, -3.75286, 0.85535)  -0.052
C (1.15347, -3.84624, 1.24509)  -0.331
C (1.58514, -4.85999, 2.09501)  -0.039
C (0.67676, -5.78259, 2.55863)  -0.007
S (2.30364, -2.68568, 0.68669)  0.725
O (3.62359, -2.98659, 1.12776)  -0.241
O (2.21155, -3.07333, -0.90025)  -0.615
N (1.79579, -1.21660, 0.71888)  -0.146
C (1.80525, -0.66840, 2.00454)  -0.450
N (1.63880, 0.65221, 2.11174)  0.076
C (1.67961, 1.16761, 3.33665)  -0.103
C (1.86774, 0.39875, 4.46742)  -0.028
C (2.00014, -0.96259, 4.25257)  -0.085
N (1.96790, -1.49549, 3.03938)  0.123
H (-2.49626, -6.65393, 2.25753)  0.106
H (-1.25424, -7.42934, 3.13832)  0.108
H (-2.12378, -4.61723, 1.01378)  0.118
H (-0.50238, -2.96030, 0.19153)  0.114
H (2.62467, -4.90877, 2.38756)  0.123
H (1.00174, -6.57214, 3.22386)  0.120
H (1.56292, 2.24546, 3.40205)  0.114
H (1.90499, 0.83154, 5.45488)  0.110
H (2.13666, -1.65391, 5.07625)  0.123
S (2.89280, -2.08624, -2.05242)  1.043
C (1.44047, -1.64310, -2.78864)  -0.621
N (0.42441, -1.32379, -3.23561)  0.089
F (2.48466, 2.69372, -2.01539)  0.025
C (1.81794, 1.65823, -2.59703)  -0.698
F (2.77848, 0.81777, -3.05050)  0.020
F (1.22742, 2.17412, -3.70482)  0.040
N (-4.54423, 5.88935, -3.86743)  0.184
C (-3.45195, 6.12423, -3.10093)  -0.494
O (-3.10457, 7.22248, -2.73085)  0.095
C (-2.66032, 4.90686, -2.67973)  -0.101
C (-3.22112, 3.64949, -2.50301)  0.012
C (-2.40870, 2.61732, -2.07292)  -0.130
N (-1.10394, 2.77740, -1.83581)  -0.090
C (-0.56401, 3.99178, -2.00803)  -0.099
C (-1.30972, 5.07871, -2.41289)  0.042
H (-5.04136, 6.69351, -4.21523)  0.123
H (-4.67528, 5.01500, -4.34361)  0.104
H (-4.27480, 3.46770, -2.66287)  0.122
H (-2.81664, 1.62578, -1.91188)  0.105
H (0.49648, 4.08611, -1.81768)  0.107
H (-0.85967, 6.05523, -2.52165)  0.135
O (1.49955, 3.29419, 0.98053)  0.139
C (1.19162, 2.33568, 0.47980)  -0.139

Atoms 1-6, force components in eV/Å:
-0.04 -0.17 0.06
0.00 0.00 0.00
-0.01 0.01 0.00
0.01 0.00 0.00
-0.02 0.02 0.02
0.05 -0.05 -0.02

---

Here is C43H43N11O2S3Ti as an isolated structure from the Open Molecules 2025 dataset. Energies are from ωB97M-V with the def2-TZVPD basis set.

Computed properties:
Relative energy (zero: lowest compared OMol25 entry of this formula, charge and spin) (kcal per mole): 13.9
HOMO level (eV): -12.988
HOMO-LUMO gap (eV): 7.0
E_tot (eV): -121385.695
Lowest unoccupied orbital energy (eV): -5.99
Charge: +2

Each line ends with the Löwdin charge.
Positions of all 103 atoms, in Å:
Ti (0.09022, -0.76776, -0.07058)  1.146
N (-2.37851, 1.25545, 3.26886)  0.148
C (-1.79037, 1.32404, 2.06048)  -0.667
S (-2.67975, 1.94789, 0.68401)  1.111
N (-0.57246, 0.91414, 1.85317)  0.026
N (-0.25809, 1.01857, 0.49297)  -0.205
C (-1.01136, 2.05973, -0.17290)  -0.521
C (-0.52640, 3.48310, 0.10190)  -0.231
C (0.54933, 3.72886, 0.94388)  -0.046
C (0.96416, 5.02806, 1.20544)  -0.050
C (0.29906, 6.10292, 0.64319)  -0.058
C (-0.82163, 5.87019, -0.14184)  -0.051
C (-1.24033, 4.57516, -0.39169)  -0.070
C (-1.10500, 1.61051, -1.61982)  -0.243
C (-1.50060, 2.40651, -2.68035)  0.019
C (-1.52496, 1.87634, -3.95844)  0.003
C (-1.13217, 0.56040, -4.15564)  -0.010
C (-0.72873, -0.16700, -3.05770)  -0.107
N (-0.72929, 0.32919, -1.81427)  0.030
H (-3.17274, 1.84206, 3.46136)  0.109
H (-1.78842, 1.02701, 4.05354)  0.123
H (1.05120, 2.91775, 1.44635)  0.083
H (1.80955, 5.19399, 1.86003)  0.113
H (0.62874, 7.11422, 0.83759)  0.114
H (-1.38536, 6.70027, -0.54575)  0.115
H (-2.16806, 4.43738, -0.93111)  0.101
H (-1.74575, 3.44226, -2.52702)  0.107
H (-1.82428, 2.49423, -4.79434)  0.129
H (-1.11134, 0.11182, -5.13830)  0.124
H (-0.36734, -1.17868, -3.17601)  0.114
N (0.14538, -1.87340, 1.94162)  -0.021
C (0.57705, -3.21841, 2.42112)  -0.204
C (-0.18260, -4.38571, 1.82146)  -0.176
C (0.14878, -4.76834, 0.37573)  -0.166
C (-0.82093, -4.26679, -0.68226)  -0.220
N (-0.55466, -2.87255, -1.12774)  -0.010
H (0.67863, -1.17659, 2.45626)  0.082
H (-0.80563, -1.73091, 2.27296)  0.066
H (0.45717, -3.24218, 3.50646)  0.129
H (1.64154, -3.33094, 2.23316)  0.101
H (-1.25982, -4.21748, 1.92239)  0.096
H (0.03579, -5.24073, 2.46319)  0.125
H (0.14452, -5.85685, 0.30639)  0.122
H (1.17187, -4.46777, 0.11977)  0.113
H (-1.83922, -4.32735, -0.29968)  0.083
H (-0.78004, -4.92264, -1.55451)  0.128
H (-1.32831, -2.60088, -1.73427)  0.074
H (0.26113, -2.90154, -1.73087)  0.074
N (3.11957, -2.05974, -2.59853)  0.211
C (2.45928, -0.96477, -2.15686)  -0.440
O (1.38460, -1.20565, -1.46274)  -0.227
C (2.93964, 0.30351, -2.44799)  -0.174
C (4.24131, 0.42617, -3.00666)  -0.197
N (5.30660, 0.44443, -3.44427)  0.185
C (2.20417, 1.47641, -2.16238)  -0.170
N (1.61836, 2.44226, -1.93371)  0.244
H (2.94620, -2.94153, -2.14934)  0.115
H (3.99458, -1.95028, -3.08868)  0.114
S (6.65095, 0.15103, 1.01336)  1.081
C (4.92019, 0.02444, 0.97452)  -0.489
C (4.36208, -1.26642, 0.97887)  -0.058
C (3.00782, -1.41325, 0.86810)  -0.133
N (2.13595, -0.38456, 0.77311)  -0.038
C (2.67768, 0.84022, 0.78956)  -0.106
C (4.03030, 1.08932, 0.89139)  -0.017
C (6.87093, 1.88268, 0.66871)  -0.537
C (6.83603, 2.33027, -0.64355)  -0.075
C (6.99589, 3.69275, -0.86411)  -0.117
N (7.18401, 4.57704, 0.11094)  0.080
C (7.23533, 4.12580, 1.36012)  -0.125
C (7.08342, 2.78670, 1.69742)  -0.074
H (4.99147, -2.14537, 1.02463)  0.120
H (2.58916, -2.40627, 0.78989)  0.096
H (1.99154, 1.65487, 0.64954)  0.065
H (4.37385, 2.11360, 0.85699)  0.122
H (6.68672, 1.64783, -1.47057)  0.087
H (6.96813, 4.08607, -1.87343)  0.116
H (7.40852, 4.86590, 2.13271)  0.114
H (7.13566, 2.46445, 2.72855)  0.111
O (-1.94073, -1.01366, 0.36420)  -0.625
S (-2.97502, -2.09948, 0.67548)  1.083
C (-4.15209, -1.37332, 1.77333)  -0.381
C (-4.13027, -1.86026, 3.07478)  -0.082
C (-5.00627, -1.32944, 4.01119)  -0.053
C (-5.88426, -0.32436, 3.63495)  -0.043
C (-5.90237, 0.15112, 2.32548)  -0.046
C (-5.03962, -0.37642, 1.38155)  -0.085
C (-3.90262, -2.26256, -0.82738)  -0.393
C (-3.85499, -1.26414, -1.79092)  -0.080
C (-4.58851, -1.43344, -2.95630)  -0.043
C (-5.34993, -2.58078, -3.14142)  -0.040
C (-5.38409, -3.57059, -2.16716)  -0.041
C (-4.65078, -3.41964, -1.00017)  -0.064
H (-3.44849, -2.65671, 3.35084)  0.110
H (-5.01155, -1.70875, 5.02382)  0.119
H (-6.57660, 0.08248, 4.36019)  0.121
H (-6.60750, 0.92005, 2.03937)  0.121
H (-5.06455, -0.03010, 0.35759)  0.104
H (-3.26117, -0.37455, -1.61988)  0.094
H (-4.57151, -0.66529, -3.71804)  0.116
H (-5.92069, -2.70531, -4.05167)  0.120
H (-5.97695, -4.46218, -2.31790)  0.121
H (-4.66929, -4.18814, -0.23573)  0.124

Atoms 1-6, force components in eV/Å:
0.13 0.54 0.46
0.01 -0.02 -0.01
-0.04 -0.02 -0.02
0.03 0.03 0.03
0.05 0.01 -0.09
0.01 -0.07 -0.09

---

Here is one molecule with the formula C4H6BrN3 from the Open Molecules 2025 dataset. Energies are from ωB97M-V with the def2-TZVPD basis set.

Computed properties:
Relative energy (zero: lowest compared OMol25 entry of this formula, charge and spin) (kcal per mole): 61.3
HOMO level (eV): -9.448
HOMO-LUMO gap (eV): 8.8
E_tot (eV): -78754.813
Structure (SMILES): CN(Br)n1cccn1
Lowest unoccupied orbital energy (eV): -0.68

Each line ends with the Löwdin charge.
Positions of all 14 atoms, in Å:
C (-0.27380, 1.12426, -1.98637)  -0.034
C (0.73864, 1.58387, -1.12262)  -0.171
C (-0.65482, -0.03756, -1.33942)  -0.088
C (-0.33162, -0.84411, 1.95589)  -0.199
N (0.93436, 0.81988, -0.10300)  0.095
N (0.04401, -0.22386, -0.22786)  -0.304
N (-0.12149, -1.26716, 0.57780)  -0.363
Br (1.69589, -2.22797, 0.66767)  0.553
H (-0.64454, 1.74397, -2.78070)  0.091
H (1.34568, 2.38741, -1.11701)  0.073
H (-1.50400, -0.70655, -1.51459)  0.130
H (-0.48769, -1.75902, 2.52665)  0.066
H (0.50440, -0.48742, 2.44187)  0.015
H (-1.24501, -0.10575, 2.02169)  0.136

Atoms 1-6, force components in eV/Å:
0.27 -0.20 1.19
-1.33 -1.81 0.04
-2.57 -0.40 -2.18
-3.03 -0.30 0.30
0.34 -1.82 2.27
1.15 2.82 -1.41

---

Here is C10H10ClNO2Sn as an isolated structure from the Open Molecules 2025 dataset. Energies are from ωB97M-V with the def2-TZVPD basis set.

Computed properties:
Relative energy (zero: lowest compared OMol25 entry of this formula, charge and spin) (kcal per mole): 28.3
HOMO level (spin up / spin down) (eV): -16.667 / -16.650
HOMO-LUMO gap (spin up / spin down) (eV): 4.8 / 4.8
E_tot (eV): -34448.806
Lowest unoccupied orbital energy (spin up / spin down) (eV): -11.87 / -11.87
Charge: +2

Each line ends with the Löwdin charge.
Positions of all 25 atoms, in Å:
Cl (-3.25232, 0.74219, -1.42990)  0.423
C (0.79168, -2.05479, -1.52883)  -0.177
C (1.96119, -1.30162, -1.14247)  -0.130
C (1.83219, 0.00648, -1.67352)  -0.052
H (2.80113, -1.70291, -0.64757)  0.118
C (0.58898, 0.08091, -2.38612)  -0.353
C (-0.04743, -1.21035, -2.29652)  -0.162
H (-0.97215, -1.50807, -2.83908)  0.162
H (0.67840, -3.10413, -1.37942)  0.126
H (2.64061, 0.76850, -1.72476)  0.164
C (-0.00735, 1.30353, -3.00883)  -0.027
Sn (-0.25978, -0.26847, -0.07566)  1.439
C (0.60839, -2.17562, 1.78538)  0.041
C (-2.75465, -0.56584, 0.23361)  -0.436
O (0.52444, -2.59330, 2.83530)  0.166
O (-3.56824, -0.82850, 1.00262)  0.151
H (0.34515, 2.18817, -2.44757)  0.111
H (-1.10135, 1.21882, -2.89642)  0.029
H (0.21149, 1.44529, -4.08441)  0.130
C (-0.21539, 1.66480, 4.43749)  -0.004
C (-0.09360, 1.39299, 3.00257)  -0.134
N (0.02673, 1.29590, 1.81957)  0.063
H (-1.05007, 2.36798, 4.62533)  0.122
H (0.73233, 2.09474, 4.81412)  0.122
H (-0.42041, 0.74330, 5.00510)  0.111

Atoms 1-6, force components in eV/Å:
0.95 -1.51 1.63
1.07 0.72 -0.52
-1.48 0.23 -1.25
1.54 -0.36 1.39
0.75 -0.25 0.58
-1.78 1.47 0.12